CH4N2O2S | wB97M-V/def2-TZVPD

Positions of all 10 atoms, in Å:
N -0.732 -0.981 -0.058
C 0.359 -0.206 0.191
S -0.068 1.761 0.105
N 0.792 -0.262 1.636
O 1.921 0.044 1.971
O -0.117 -0.520 2.377
H -1.065 -1.252 0.883
H -1.325 -0.472 -0.609
H 1.313 -0.472 -0.368
H 1.164 1.987 0.357

Properties
* SMILES: N[C@@H](S)[N+](=O)[O-]
* LUMO energy: -0.515 eV
* highest occupied orbital energy: -10.073 eV
* total energy: -19008.555 eV
* relative energy (zero: lowest compared OMol25 entry of this formula, charge and spin): 77.7 kcal per mole